Entry 1:
23
Properties=species:S:1:pos:R:3:forces:R:3 method="wB97M-V/def2-TZVPD" max_force_ha_per_bohr=0.08733 gap_ev=6.8 relative_energy_kj_mol=447.12 total_charge=+1
N -0.8088 -2.2400 -0.9022 0.76 -0.06 -0.63
C 2.2653 -0.3234 1.1428 -1.49 -1.63 0.47
C 1.7301 1.7151 -0.0798 -0.92 0.30 0.45
C -0.0733 0.0012 0.0705 2.00 -4.00 0.38
C 1.3760 0.1212 -0.0694 0.91 1.39 -0.23
C -0.8553 -0.7887 -0.9740 -0.98 1.09 -0.96
C -2.2673 -0.2634 -0.9511 0.28 0.92 2.08
H 1.0999 2.4302 -0.6158 -0.06 -0.60 -0.39
H -0.4263 -0.4944 -1.9233 0.36 -0.06 -0.42
H 2.7727 1.9683 -0.2737 -0.02 -0.77 -0.29
H 1.9963 -1.3796 1.3455 0.53 0.35 -0.11
H -2.2367 0.8530 -0.9832 -0.24 -0.63 -0.02
H -0.5401 -0.0168 1.0680 0.01 1.18 -0.23
H -3.1337 2.0218 1.9804 -0.72 0.49 0.52
H 1.6806 -0.4119 -0.9732 -0.05 0.41 -0.15
H -0.5348 -2.7828 -1.7519 0.03 1.06 1.31
H -2.7153 -0.5830 0.0103 -0.04 0.32 -0.41
H 3.3595 -0.2501 1.0242 -0.71 0.29 -0.40
H -2.6201 1.6758 1.6209 0.72 -0.48 -0.51
H 1.9210 0.2036 2.0284 0.31 0.21 0.13
H 1.5571 1.9105 0.9643 0.05 0.66 0.38
H -0.6763 -2.7252 -0.0345 -0.07 -0.01 0.20
H -2.8707 -0.6414 -1.7232 -0.65 -0.43 -1.17


Entry 2:
84
Properties=species:S:1:pos:R:3:forces:R:3 method="wB97M-V/def2-TZVPD" max_force_ha_per_bohr=0.07025 gap_ev=9.6 relative_energy_kj_mol=235.29
O -6.9973 18.2726 12.8746 0.67 -1.21 -0.76
O 1.0988 19.1437 7.0630 -0.87 -2.11 -0.27
O 0.3713 19.7916 10.8260 0.21 0.17 0.15
O -2.3075 18.2968 16.5937 -0.06 -0.79 -0.85
O -6.9426 19.7860 14.3590 -0.33 -0.08 0.70
O -4.4695 13.9079 15.6109 0.37 -0.49 -0.99
O -7.3340 21.0370 6.6380 1.33 -1.24 0.54
O -7.5018 15.2521 8.0061 -0.31 -0.85 0.29
O -9.9082 19.1872 8.7587 -0.56 0.13 -1.18
O -4.3017 10.9336 9.1123 -1.59 1.09 -2.04
O -3.7440 14.6781 12.4400 0.90 -0.96 -2.83
O -3.5096 17.6925 9.3470 -1.35 -0.05 1.51
O -3.9973 14.3446 6.6762 1.68 0.35 0.08
O -3.9845 17.5125 11.4864 0.06 0.29 -1.53
O -2.9860 19.9074 15.3706 0.26 -1.77 -0.96
O -3.4903 16.4083 6.5909 0.39 0.92 -0.79
O 0.5100 17.0098 6.8997 0.70 0.60 0.18
O -4.8638 11.6241 7.0634 -0.39 -0.65 2.62
O -4.8403 15.6813 16.7199 0.16 0.49 -0.61
O -6.4063 19.7006 8.1266 -0.61 1.02 -1.68
O -0.8776 18.0610 10.9590 -0.30 0.10 0.36
O -8.6618 18.0521 10.1036 -0.37 1.28 -0.51
O -8.1021 14.9519 5.9348 0.02 0.03 0.65
O -3.7199 14.3990 10.2204 1.78 0.17 3.14
N -4.2896 17.4707 10.2906 0.87 -0.80 0.58
N -0.7052 19.2676 10.9971 0.98 -0.29 -1.11
N -7.4990 18.8798 13.7816 -0.25 1.60 -0.41
N -9.1846 19.1037 9.7005 0.27 -1.41 1.61
N -7.6820 15.6088 6.8634 -0.03 1.14 -0.01
N -4.9618 11.6400 8.3061 2.10 -0.10 -0.63
N 0.3131 18.2089 6.8296 0.45 0.99 0.18
N -3.2012 15.2666 6.8715 -3.25 0.15 1.22
N -2.5997 18.7308 15.4974 0.59 2.06 0.92
N -4.8923 15.0291 15.6875 -1.57 0.78 1.29
N -3.1500 14.5807 11.3404 -1.87 1.55 0.21
N -6.3978 20.3757 7.0741 0.21 0.32 1.35
C -1.0576 18.6086 6.4626 -0.22 1.15 -0.61
C -8.9536 18.5781 14.0020 1.07 0.33 1.02
C -5.7437 12.7436 8.8942 -0.83 0.82 0.96
C -5.6776 17.0236 9.9915 -0.57 0.29 -0.36
C -5.7209 15.6201 14.5461 0.19 -0.67 -0.29
C -7.2620 17.0380 6.5852 0.21 -1.17 -0.56
C -1.8578 20.1605 11.2053 -0.04 -0.52 0.26
C -5.0224 20.4344 6.3899 -1.25 0.11 0.80
C -2.4012 17.8764 14.2504 -0.55 0.38 0.60
C -1.7188 15.0389 11.4099 0.42 0.45 -0.44
C -1.9912 15.0722 7.6704 0.60 -0.84 -0.83
C -8.9620 20.3165 10.4984 1.59 1.21 0.80
H -6.0337 14.7653 13.9465 0.34 0.20 -0.14
H -6.8210 12.5786 8.8768 0.14 -0.50 -0.34
H -2.1203 19.9031 12.2314 -0.48 0.67 -0.01
H -1.6789 15.9628 8.2157 -0.58 -0.05 -0.13
H -1.5158 17.9270 5.7459 0.14 -0.25 0.56
H -2.1940 14.1952 8.2851 0.47 0.13 -0.17
H -9.8318 20.8410 10.8941 -0.39 -0.69 -0.41
H -6.0678 17.7874 9.3188 -0.08 -0.33 -0.02
H -6.3075 16.9559 10.8785 0.54 0.37 0.14
H -5.4516 12.8941 9.9335 0.08 -0.44 -0.25
H -2.2204 16.8516 14.5748 -0.36 0.14 0.00
H -4.9662 21.4380 5.9683 0.10 -0.44 -0.43
H -1.2889 14.9322 6.8486 0.67 -0.49 0.53
H -5.0380 19.5746 5.7201 0.30 0.38 -0.26
H -0.9832 14.2840 11.1323 -0.44 -0.38 0.32
H -3.3122 18.0576 13.6800 0.15 -0.43 -0.05
H -9.3541 18.6231 12.9892 -0.39 -0.49 0.46
H -0.9496 19.5839 5.9881 -0.09 -0.01 0.12
H -6.4653 17.2412 7.3007 -0.08 0.10 -0.43
H -6.9480 16.8695 5.5551 0.28 1.04 0.02
H -8.8864 17.6233 14.5236 -0.69 -0.27 -0.58
H -1.6082 18.7412 7.3939 -0.13 -0.36 -0.12
H -4.3062 20.2986 7.2002 -0.08 -0.10 -0.24
H -5.5830 13.6925 8.3825 0.29 -0.52 -0.41
H -8.0867 17.7427 6.6919 -0.12 -0.35 -0.01
H -1.4995 21.1756 11.0347 -0.30 -0.20 0.26
H -2.6399 19.8243 10.5246 0.04 0.13 0.13
H -6.6233 16.1269 14.8879 0.44 -0.06 0.63
H -5.6805 16.0306 9.5421 0.45 0.25 -0.27
H -1.5449 18.2037 13.6607 0.00 0.35 0.38
H -8.2670 20.0891 11.3067 -0.25 -0.32 -0.02
H -9.3397 19.3048 14.7167 -0.07 0.07 -0.38
H -8.4140 21.0428 9.8982 -0.21 -0.17 -0.43
H -1.5483 15.8574 10.7105 -0.59 -0.08 -0.22
H -1.5697 15.4856 12.3930 -0.02 -0.61 -0.06
H -5.1100 16.3228 13.9794 0.04 -0.23 0.06


Entry 3:
26
Properties=species:S:1:pos:R:3:forces:R:3 method="wB97M-V/def2-TZVPD" max_force_ha_per_bohr=0.10806 gap_ev=8.5 relative_energy_kj_mol=607.67 total_charge=+1
N 1.5649 0.0691 -1.0738 -1.62 1.74 -0.50
N -0.8657 0.2395 -1.3788 0.12 0.58 0.55
C -1.5577 1.3727 -0.6835 -0.35 -2.35 2.97
C 1.2222 1.5045 -1.0269 -1.80 -0.02 -2.37
C 0.7847 2.5790 -0.1073 0.99 -1.46 3.02
C 1.0111 -0.8087 -0.0678 -1.37 -2.66 -1.20
C 1.8350 -2.1219 -0.1173 -3.68 -0.34 1.15
C -0.6781 2.1603 0.3407 1.78 -0.20 -1.68
C 0.3308 0.7916 -1.7419 3.32 -0.34 2.31
C -0.4921 -0.9912 -0.5487 1.62 1.32 -0.94
C -1.5437 -1.2862 0.4755 2.92 -3.51 3.17
H -2.4347 -0.8996 0.2312 -3.26 1.24 -1.07
H 1.1792 -0.4236 0.8553 -0.17 1.68 2.86
H 1.3999 -2.9379 0.6183 0.89 1.69 -1.70
H 2.3081 -0.2454 -1.6468 0.98 -0.26 -0.65
H -2.3611 0.8274 -0.0169 1.10 1.73 -1.83
H -1.9191 1.8304 -1.5636 -1.02 1.65 -0.07
H 2.7734 -1.8004 0.2086 1.93 -0.32 -0.01
H 1.6467 -2.3455 -1.1561 1.01 -1.21 -0.32
H -1.1331 3.0316 0.6601 -1.35 1.92 0.18
H -1.7052 -2.4258 0.4943 0.29 1.65 0.22
H -1.3404 -0.9552 1.6021 0.01 -0.58 -2.57
H -0.3826 -1.6207 -1.4376 -0.41 -1.19 0.81
H 1.4986 2.8669 0.7824 -1.33 -1.21 -1.48
H 0.7324 3.4942 -0.5505 0.02 2.32 -2.12
H -0.4206 1.7256 1.2576 -0.62 -1.88 1.26